(1)
The following is a quantum chemistry calculation of one molecule with the formula C22H20ClN3O6S, from the OMol25 dataset.

Output
gap between HOMO and LUMO: 8.63 eV
M: 489.94 g mol⁻¹
largest force on an atom: 0.02171 hartree/bohr
relative energy (zero: lowest compared OMol25 entry of this formula, charge and spin): 144.0 kJ/mol

The geometry in ORCA input format:
```
! RIJCOSX wB97M-V def2-TZVPD def2/J DEFGRID3
* xyz 0 1
Cl 4.563 0.028 2.982
S 2.043 3.039 -1.905
O 3.053 3.437 -2.843
O 3.018 -2.156 1.536
O 1.254 4.066 -1.299
O -1.544 -1.063 1.253
O -0.002 1.827 -0.175
O -3.856 -2.159 1.599
N 1.059 1.892 -2.644
N 1.067 -1.174 1.002
N 0.316 -2.284 1.360
C -3.076 2.321 -2.143
C -0.878 2.031 -1.207
C -3.190 -3.264 1.940
C -1.180 2.163 -3.594
C -2.547 2.299 -3.418
C 2.415 -1.176 1.152
C -1.020 -2.157 1.508
C 2.989 0.154 0.787
C -2.245 2.189 -1.042
C 2.862 2.114 -0.595
C 4.343 2.096 1.282
C -3.936 -4.384 2.321
C 3.933 0.802 1.585
C -0.431 2.152 1.132
C -1.923 -5.632 2.691
C -1.171 -4.543 2.313
C -1.779 -3.343 1.926
C -0.333 2.033 -2.503
C 3.783 2.763 0.207
C 2.496 0.813 -0.336
C 1.602 1.331 -3.861
C -3.311 -5.552 2.690
H 2.638 1.063 -3.663
H -0.096 -4.629 2.331
H 1.804 0.319 -0.999
H 0.467 2.121 1.751
H -3.901 -6.407 2.984
H -5.010 -4.295 2.317
H 4.048 3.784 -0.018
H -3.189 2.399 -4.279
H -0.767 2.167 -4.590
H 1.591 2.040 -4.692
H -4.139 2.435 -1.995
H -1.433 -6.547 2.989
H -2.676 2.188 -0.054
H 0.504 -0.363 0.767
H 1.036 0.439 -4.127
H -0.855 3.158 1.169
H 0.883 -3.078 1.623
H 5.074 2.579 1.911
H -3.193 -1.460 1.376
H -1.160 1.423 1.502
*
```

(2)
The following is a quantum chemistry calculation of C22H20ClN4O5SbSe4TeW as an isolated structure, from the OMol25 dataset.

Output
gap between HOMO and LUMO (spin up / spin down): 5.07 / 5.08 eV
M: 1204.92 g mol⁻¹
largest force on an atom: 0.10905 hartree/bohr
relative energy (zero: lowest compared OMol25 entry of this formula, charge and spin): 217.6 kJ/mol

The geometry in ORCA input format:
```
! RIJCOSX wB97M-V def2-TZVPD def2/J DEFGRID3
* xyz -2 1
W -0.330 -0.685 1.391
Te 0.698 -4.160 0.812
Sb -1.513 -2.813 0.867
Se -2.596 -0.431 1.236
Se -3.331 -4.071 1.983
Se -0.833 -1.184 3.619
Se -1.130 -5.076 -0.487
Cl 4.019 0.237 3.706
O -0.554 1.276 2.342
O 0.982 -1.147 -0.242
O 3.269 -2.328 -0.677
O 1.477 0.372 1.608
O 1.571 -1.726 2.225
N -1.239 2.134 0.353
N -0.322 1.151 -0.100
N 0.551 -2.597 -2.814
N -1.070 -1.076 -2.236
C -2.623 4.154 2.026
C -4.068 4.373 3.937
C -2.742 -0.324 -3.771
C -3.482 4.920 2.803
C -1.353 2.020 1.646
C 0.479 1.556 -0.997
C 1.597 0.783 -1.481
C -2.938 2.288 3.522
C -2.345 2.840 2.392
C 4.380 -3.089 -1.072
C 2.237 -0.061 3.862
C 3.088 -1.121 -1.266
C 3.999 -0.500 -2.092
C -2.142 -0.347 -2.520
C 2.527 1.380 -2.352
C -1.088 -1.902 -4.479
C 1.836 -0.501 -0.960
C -0.561 -1.867 -3.176
C -3.808 3.054 4.288
C -2.186 -1.120 -4.767
C 1.739 -0.505 2.504
C 3.702 0.749 -2.665
H -4.730 4.977 4.548
H 1.764 0.878 4.127
H -3.632 0.266 -3.946
H -2.557 0.229 -1.696
H -2.739 1.254 3.776
H 2.304 2.364 -2.754
H -3.692 5.947 2.526
H -2.625 -1.147 -5.758
H 4.412 1.209 -3.341
H -4.278 2.616 5.161
H 4.253 -4.063 -0.603
H -0.650 -2.565 -5.216
H 0.608 -3.528 -3.193
H -2.151 4.556 1.138
H 0.374 2.586 -1.339
H 4.407 -3.221 -2.160
H 5.320 -2.634 -0.739
H 2.078 -0.821 4.612
H 4.949 -0.971 -2.306
H 0.688 -2.583 -1.806
*
```

(3)
The following is a quantum chemistry calculation of C22H20GaN2S2 as an isolated structure, from the OMol25 dataset.

Output
gap between HOMO and LUMO: 8.14 eV
M: 446.27 g mol⁻¹
largest force on an atom: 0.00522 hartree/bohr

The geometry in ORCA input format:
```
! RIJCOSX wB97M-V def2-TZVPD def2/J DEFGRID3
* xyz 1 1
Ga 1.993 0.953 0.643
S 1.135 1.518 2.652
S 1.972 -2.488 -1.990
N 1.365 -0.619 -0.376
N 0.828 2.575 0.308
C 0.351 -2.456 -1.354
C 2.360 -1.084 -1.098
C -4.469 -2.724 0.308
C 3.660 -0.395 -1.061
C 3.726 0.708 -0.199
C 5.942 -0.081 -1.701
C -1.911 -3.058 -0.943
C -0.305 4.547 -0.330
C -2.077 -1.975 -0.062
C 4.758 -0.794 -1.813
C 4.917 1.408 -0.097
C -3.158 -1.734 2.176
C -1.000 -1.132 0.158
C 6.021 1.013 -0.847
C 0.494 2.770 1.599
C 0.203 -1.378 -0.488
C -0.716 -3.312 -1.593
C -0.269 3.864 1.983
C -0.666 4.753 1.002
C -3.901 -0.302 0.253
C 0.448 3.442 -0.642
C -3.396 -1.695 0.659
H -0.606 5.233 -1.109
H 6.951 1.562 -0.763
H -4.705 -2.720 -0.759
H -1.075 -0.288 0.833
H -5.385 -2.480 0.849
H -1.260 5.618 1.271
H -4.174 -3.735 0.598
H -4.097 -1.556 2.704
H 0.761 3.221 -1.654
H 5.002 2.260 0.565
H -0.620 -4.157 -2.263
H -0.530 4.004 3.022
H -3.199 0.482 0.542
H -4.853 -0.094 0.745
H -2.740 -3.727 -1.128
H -2.447 -0.970 2.496
H 6.807 -0.380 -2.278
H -2.773 -2.708 2.487
H -4.056 -0.241 -0.827
H 4.698 -1.648 -2.479
*
```

(4)
The following is a quantum chemistry calculation of C22H20IN8O3RhS as an isolated structure, from the OMol25 dataset.

Output
gap between HOMO and LUMO: 7.76 eV
M: 706.33 g mol⁻¹
largest force on an atom: 0.00621 hartree/bohr
relative energy (zero: lowest compared OMol25 entry of this formula, charge and spin): 15.7 kJ/mol

The geometry in ORCA input format:
```
! RIJCOSX wB97M-V def2-TZVPD def2/J DEFGRID3
* xyz 2 1
I -1.961 0.633 4.748
Rh 0.127 0.113 0.323
S -1.805 -1.132 0.295
O 3.713 -5.548 -1.802
O 4.667 -5.855 0.101
O -0.731 1.296 1.816
N -3.683 -0.633 -1.488
N -1.929 0.785 -1.675
N 1.630 1.530 -0.042
N -0.710 1.125 -1.171
N 1.118 -1.012 1.739
N 3.932 -5.259 -0.646
N 1.005 -1.233 -0.890
N -2.450 2.518 0.993
C 2.805 1.680 0.561
C -2.354 2.173 3.358
C 3.250 -3.981 1.270
C 2.423 -3.200 -0.904
C -2.487 -0.240 -1.053
C -0.527 2.935 -2.818
C 1.524 -2.292 -2.944
C 1.146 -0.847 3.050
C 1.286 2.352 -1.060
C 2.143 3.346 -1.492
C 2.294 -3.234 -2.311
C -0.036 2.109 -1.679
C 3.709 2.660 0.182
C 2.573 -2.748 3.342
C 1.813 -2.035 1.185
C 1.753 -2.165 -0.238
C 3.372 3.501 -0.862
C 3.181 -4.109 -0.070
C 2.555 -2.930 1.945
C 1.869 -1.705 3.888
C -1.779 1.945 1.987
C 0.881 -1.302 -2.204
H 1.404 -2.311 -4.017
H 1.857 -1.531 4.954
H -3.435 2.262 3.290
H 0.039 2.702 -3.724
H -1.957 3.103 3.763
H -4.119 -0.148 -2.256
H 2.791 -4.002 -2.879
H -3.300 3.029 1.162
H 4.055 4.274 -1.188
H 3.838 -4.692 1.834
H 0.571 -0.019 3.442
H -1.575 2.732 -3.010
H -4.161 -1.409 -1.064
H 4.654 2.750 0.699
H 3.022 0.996 1.372
H -0.390 3.997 -2.612
H 1.862 3.991 -2.311
H 3.137 -3.429 3.966
H 0.253 -0.564 -2.681
H -2.131 2.424 0.042
*
```

no.,energy (eV)
1,-63251.100
2,-328900.772
3,-100162.807
4,-63133.353